[1]
ORCA calculation (ωB97M-V/def2-TZVPD) on a 3-piece molecular cluster, C2F2O2S overall at a distorted geometry.

Structure (ORCA input):
```
! RIJCOSX wB97M-V def2-TZVPD def2/J DEFGRID3
* xyz 0 1
C -0.900 1.385 -0.322
C 1.608 -0.795 -0.215
O 1.202 -1.409 -1.088
O -1.403 0.862 0.578
F -0.019 1.142 -1.210
F -1.174 -0.882 1.001
S 2.168 0.066 0.932
*
```

For the HOMO-LUMO gap, the calculation gives 8.025 eV. Its calculated total energy is -22434.04242 eV. For the LUMO energy, the calculation gives -2.7 eV.



[2]
ORCA calculation (ωB97M-V/def2-TZVPD) on C2F3N3 as an isolated structure at a distorted geometry.

Structure (ORCA input):
```
! RIJCOSX wB97M-V def2-TZVPD def2/J DEFGRID3
* xyz 0 1
C 0.547 1.569 0.212
C 0.413 -0.637 -0.703
N -0.217 1.074 1.024
N -0.940 0.044 1.028
N -0.560 -0.817 -0.021
F 1.765 2.041 0.265
F 0.867 -1.373 -1.701
F -1.875 -1.900 -0.103
*
```

For the HOMO-LUMO gap (alpha / beta), the calculation gives 7.487 / 7.494 eV. Its calculated total energy is -14686.89304 eV. For the LUMO energy (alpha / beta), the calculation gives -2.4 / -2.4 eV.



[3]
ORCA calculation (ωB97M-V/def2-TZVPD) on C2F3NO5SSm as an isolated structure at a distorted geometry.

Structure (ORCA input):
```
! RIJCOSX wB97M-V def2-TZVPD def2/J DEFGRID3
* xyz 0 7
Sm -2.713 -0.505 1.319
N 0.149 -1.610 0.159
S -0.472 -1.159 -1.208
O -0.181 -2.093 -2.303
O -1.907 -0.694 -1.046
C 0.281 0.433 -1.874
F 1.599 0.287 -1.971
F 0.030 1.449 -1.051
F -0.196 0.744 -3.078
O -0.453 -0.920 1.236
O 0.194 1.685 3.465
C 1.262 1.283 3.219
O 2.407 1.099 3.134
*
```

For the HOMO-LUMO gap (alpha / beta), the calculation gives 5.258 / 5.336 eV. Its calculated total energy is -50690.44481 eV. For the LUMO energy (alpha / beta), the calculation gives -2.0 / -2.0 eV. The expectation value of S² is 12.01.



[4]
ORCA calculation (ωB97M-V/def2-TZVPD) on a 2-piece molecular cluster, C2F4N2S overall at a distorted geometry.

Structure (ORCA input):
```
! RIJCOSX wB97M-V def2-TZVPD def2/J DEFGRID3
* xyz 0 1
C -2.211 0.161 -0.256
C 1.387 -0.502 0.074
N -3.115 -0.561 -0.100
N -1.136 0.773 -0.578
F 1.101 -1.752 -0.391
F 1.144 -0.479 1.339
F 2.648 -0.278 -0.301
F 1.591 2.133 0.741
S 0.382 0.895 -0.971
*
```

For the HOMO-LUMO gap (alpha / beta), the calculation gives 6.936 / 6.935 eV. Its calculated total energy is -26753.99278 eV. For the LUMO energy (alpha / beta), the calculation gives -4.1 / -4.1 eV.



[5]
ORCA calculation (ωB97M-V/def2-TZVPD) on an isolated molecule of C2FN3OS at a distorted geometry.

Structure (ORCA input):
```
! RIJCOSX wB97M-V def2-TZVPD def2/J DEFGRID3
* xyz 0 1
F -2.195 -1.482 -0.032
C -1.384 -0.260 0.071
N -1.748 0.927 0.264
N -0.591 1.869 -0.154
N 0.580 1.418 -0.037
C 0.796 0.081 -0.103
S 2.302 -0.530 0.081
O -0.155 -0.825 -0.166
*
```

Its SMILES is Fc1nnnc(=S)o1. For the HOMO-LUMO gap, the calculation gives 7.499 eV. Its calculated total energy is -22139.91723 eV. For the LUMO energy, the calculation gives -2.5 eV.



[6]
ORCA calculation (ωB97M-V/def2-TZVPD) on a 3-piece molecular cluster, C2FNO5 overall at a distorted geometry.

Structure (ORCA input):
```
! RIJCOSX wB97M-V def2-TZVPD def2/J DEFGRID3
* xyz 0 1
O 2.658 -0.725 -0.642
C 2.419 -1.655 0.028
O 2.200 -2.580 0.632
O 0.144 0.066 0.615
C 0.646 0.998 0.126
O 1.075 1.933 -0.318
O -2.160 0.682 -0.715
N -2.742 0.383 0.160
F -4.238 0.898 0.114
*
```

Its SMILES is O=C=O.O=C=O.O=NF. For the HOMO-LUMO gap, the calculation gives 11.276 eV. Its calculated total energy is -16517.41856 eV. For the LUMO energy, the calculation gives -0.8 eV.



[7]
ORCA calculation (ωB97M-V/def2-TZVPD) on C2FOV as an isolated structure at a distorted geometry.

Structure (ORCA input):
```
! RIJCOSX wB97M-V def2-TZVPD def2/J DEFGRID3
* xyz 0 5
C -0.080 0.490 -1.742
C 0.158 -0.052 -0.522
O -0.117 0.516 0.580
F 1.032 -1.089 -0.467
V -0.994 0.135 2.151
*
```

For the HOMO-LUMO gap (alpha / beta), the calculation gives 7.135 / 8.237 eV. Its calculated total energy is -32519.01957 eV. For the LUMO energy (alpha / beta), the calculation gives -0.7 / -0.4 eV. The expectation value of S² is 6.01.



[8]
ORCA calculation (ωB97M-V/def2-TZVPD) on C2H10BaN3S as an isolated structure at a distorted geometry.

Structure (ORCA input):
```
! RIJCOSX wB97M-V def2-TZVPD def2/J DEFGRID3
* xyz -1 1
C -2.549 0.110 -1.269
Ba -0.624 1.049 0.002
N 1.964 0.158 1.485
N 1.129 -0.622 -1.684
H 1.597 -0.696 1.981
H 0.852 3.319 -0.705
H -2.864 1.038 -0.532
H -2.164 -1.023 -1.085
H -2.158 0.810 -2.253
H 1.399 -1.504 -1.229
H 1.991 -0.125 -1.900
H 0.690 -0.856 -2.575
H 2.829 -0.041 1.122
H 2.107 0.828 2.268
S -2.139 -1.678 1.181
C -1.321 -0.746 2.239
N -0.739 -0.022 2.954
*
```

For the HOMO-LUMO gap, the calculation gives 5.072 eV. Its calculated total energy is -18233.16707 eV. For the LUMO energy, the calculation gives 2.4 eV.



[9]
ORCA calculation (ωB97M-V/def2-TZVPD) on a 2-piece molecular cluster, C2H10ClNSi2 overall at a distorted geometry.

Structure (ORCA input):
```
! RIJCOSX wB97M-V def2-TZVPD def2/J DEFGRID3
* xyz 0 3
C 2.404 -0.738 -1.578
C 2.814 0.117 1.383
N -4.242 -0.099 0.041
Si -2.694 0.740 0.081
Si 3.519 -1.104 -0.004
Cl -1.633 -0.672 0.929
H 2.955 -0.037 -2.306
H 2.135 -1.714 -2.064
H 1.452 -0.298 -1.283
H 1.628 0.136 1.347
H 3.064 0.107 2.378
H 3.231 1.162 1.139
H -5.053 0.268 -0.427
H -4.552 -0.755 0.727
H -2.128 1.062 -1.241
H -2.899 1.825 0.877
*
```

For the HOMO-LUMO gap (alpha / beta), the calculation gives 7.197 / 8.285 eV. Its calculated total energy is -32001.80445 eV. For the LUMO energy (alpha / beta), the calculation gives 0.9 / -1.4 eV. The expectation value of S² is 2.00.



[10]
ORCA calculation (ωB97M-V/def2-TZVPD) on a 2-piece molecular cluster, C2H10N overall at a distorted geometry.

Structure (ORCA input):
```
! RIJCOSX wB97M-V def2-TZVPD def2/J DEFGRID3
* xyz 2 2
N 0.512 -2.360 0.433
H 0.363 -1.356 0.389
H -0.339 -2.792 0.045
H 0.702 -2.852 1.315
H 1.303 -2.602 -0.184
C -0.781 1.357 -0.783
C 0.189 1.652 0.218
H -1.725 0.854 -0.314
H -1.258 2.275 -1.209
H -0.456 0.626 -1.538
H 1.171 2.122 -0.146
H 0.545 0.772 0.781
H -0.226 2.304 0.993
*
```

For the HOMO-LUMO gap (alpha / beta), the calculation gives 14.496 / 7.137 eV. Its calculated total energy is -3703.71711 eV. For the LUMO energy (alpha / beta), the calculation gives -8.4 / -15.5 eV. The expectation value of S² is 0.75.



[11]
ORCA calculation (ωB97M-V/def2-TZVPD) on a 2-piece molecular cluster, C2H10N2 overall at a distorted geometry.

Structure (ORCA input):
```
! RIJCOSX wB97M-V def2-TZVPD def2/J DEFGRID3
* xyz 0 1
C -2.187 1.387 0.260
N -1.098 1.901 -0.614
H -3.026 1.081 -0.360
H -1.829 0.494 0.769
H -2.503 2.168 0.936
H -1.199 1.541 -1.555
H -0.225 1.488 -0.297
C 1.898 -1.453 -0.488
N 1.520 -1.350 0.925
H 2.962 -1.591 -0.625
H 1.203 -2.188 -0.875
H 1.582 -0.528 -0.978
H 1.942 -0.830 1.677
H 0.961 -2.121 1.225
*
```

Its SMILES is CN.CN. For the HOMO-LUMO gap, the calculation gives 9.836 eV. Its calculated total energy is -5215.38653 eV. For the LUMO energy, the calculation gives 1.0 eV.



[12]
ORCA calculation (ωB97M-V/def2-TZVPD) on a 2-piece molecular cluster, C2H10N2 overall at a distorted geometry.

Structure (ORCA input):
```
! RIJCOSX wB97M-V def2-TZVPD def2/J DEFGRID3
* xyz 0 1
C -2.409 0.024 0.990
C -1.000 -0.040 0.167
N -0.676 1.123 -0.600
H -2.324 0.752 1.731
H -2.561 -0.815 1.567
H -3.186 0.298 0.304
H -1.091 -0.909 -0.522
H -0.237 -0.316 0.931
H -0.243 1.814 0.012
H -0.034 0.860 -1.347
N 3.580 -0.720 -1.132
H 3.563 -1.586 -0.612
H 2.555 -0.521 -0.909
H 4.062 0.033 -0.582
*
```

Its SMILES is CCN.N. For the HOMO-LUMO gap, the calculation gives 10.073 eV. Its calculated total energy is -5215.67894 eV. For the LUMO energy, the calculation gives 0.8 eV.



[13]
ORCA calculation (ωB97M-V/def2-TZVPD) on a 2-piece molecular cluster, C2H10N2 overall at a distorted geometry.

Structure (ORCA input):
```
! RIJCOSX wB97M-V def2-TZVPD def2/J DEFGRID3
* xyz 0 1
C -0.007 -4.029 -2.713
N 1.313 -4.106 -2.032
H -0.172 -5.004 -3.148
H -0.782 -3.789 -1.992
H 0.016 -3.236 -3.456
H 1.236 -3.929 -1.044
H 1.953 -3.444 -2.444
C -0.300 3.708 2.912
N -0.671 4.405 1.701
H -0.701 2.697 2.950
H 0.778 3.589 2.886
H -0.477 4.199 3.859
H -0.882 3.765 0.943
H -1.303 5.174 1.578
*
```

Its SMILES is CN.CN. For the HOMO-LUMO gap, the calculation gives 10.077 eV. Its calculated total energy is -5215.38646 eV. For the LUMO energy, the calculation gives 1.2 eV.



[14]
ORCA calculation (ωB97M-V/def2-TZVPD) on a 2-piece molecular cluster, C2H10N2O overall at a distorted geometry.

Structure (ORCA input):
```
! RIJCOSX wB97M-V def2-TZVPD def2/J DEFGRID3
* xyz 0 1
N 0.835 -1.928 0.525
C 0.229 -0.576 0.651
C 0.595 0.509 -0.379
N 1.439 1.604 0.245
H 1.778 -1.865 0.371
H 0.329 -2.523 -0.053
H 0.436 -0.222 1.741
H -0.933 -0.702 0.576
H 1.133 0.170 -1.427
H -0.478 1.026 -0.669
H 2.346 1.567 -0.141
H 1.112 2.580 0.296
O -3.040 -0.161 -0.801
H -2.436 0.521 -1.088
H -3.344 0.001 0.152
*
```

Its SMILES is NCCN.O. For the HOMO-LUMO gap, the calculation gives 9.668 eV. Its calculated total energy is -7262.25525 eV. For the LUMO energy, the calculation gives 0.8 eV.



[15]
ORCA calculation (ωB97M-V/def2-TZVPD) on a 2-piece molecular cluster, C2H10N2O overall at a distorted geometry.

Structure (ORCA input):
```
! RIJCOSX wB97M-V def2-TZVPD def2/J DEFGRID3
* xyz 0 1
N 2.497 0.811 1.339
C 1.191 0.358 0.839
N 0.904 0.527 -0.559
H 3.196 0.177 0.997
H 2.713 1.677 0.841
H 1.113 -0.725 0.955
H 0.422 0.823 1.454
H 0.968 1.406 -1.037
H 1.095 -0.211 -1.210
C -2.405 -0.804 -0.041
O -2.021 -0.780 -1.446
H -1.596 -1.257 0.530
H -2.502 0.234 0.245
H -3.300 -1.405 0.080
H -2.557 -1.508 -1.802
*
```

Its SMILES is NCN.CO. For the HOMO-LUMO gap, the calculation gives 9.685 eV. Its calculated total energy is -7262.86897 eV. For the LUMO energy, the calculation gives 1.0 eV.



[16]
ORCA calculation (ωB97M-V/def2-TZVPD) on a 2-piece molecular cluster, C2H10N2O overall at a distorted geometry.

Structure (ORCA input):
```
! RIJCOSX wB97M-V def2-TZVPD def2/J DEFGRID3
* xyz 0 1
N 0.602 0.205 -2.527
C -0.215 0.914 -1.609
C 0.279 0.845 -0.141
N -0.523 -0.173 0.551
H 0.139 -0.009 -3.392
H 0.879 -0.692 -2.154
H -1.296 0.637 -1.534
H -0.421 1.962 -1.876
H 1.309 0.504 -0.279
H 0.233 1.800 0.372
H -1.473 0.148 0.727
H -0.181 -0.428 1.469
O 0.096 -1.536 3.503
H 0.052 -2.254 4.146
H 0.520 -1.922 2.744
*
```

Its SMILES is NCCN.O. For the HOMO-LUMO gap, the calculation gives 9.861 eV. Its calculated total energy is -7263.26359 eV. For the LUMO energy, the calculation gives 0.9 eV.



[17]
ORCA calculation (ωB97M-V/def2-TZVPD) on a 3-piece molecular cluster, C2H10N2O2 overall at a distorted geometry.

Structure (ORCA input):
```
! RIJCOSX wB97M-V def2-TZVPD def2/J DEFGRID3
* xyz 0 1
H 0.945 -0.075 -2.645
N 1.042 0.131 -1.662
C 0.050 0.016 -0.894
N -0.027 0.740 0.289
C -0.761 0.046 1.364
H -0.777 -0.649 -1.160
H 0.856 1.143 0.557
H -0.322 0.018 2.355
H -1.758 0.492 1.426
H -0.881 -0.987 1.037
O 2.156 -1.728 1.173
H 2.679 -2.037 1.922
H 2.371 -2.370 0.484
O -1.888 1.681 -1.734
H -1.566 2.534 -1.448
H -2.118 1.045 -1.065
*
```

Its SMILES is [H]/N=C/NC.O.O. For the HOMO-LUMO gap, the calculation gives 9.581 eV. Its calculated total energy is -9310.31172 eV. For the LUMO energy, the calculation gives 0.7 eV.



[18]
ORCA calculation (ωB97M-V/def2-TZVPD) on a 3-piece molecular cluster, C2H10N2O3 overall at a distorted geometry.

Structure (ORCA input):
```
! RIJCOSX wB97M-V def2-TZVPD def2/J DEFGRID3
* xyz 0 1
N -1.106 -0.053 -1.497
C -0.275 0.253 -0.376
C -0.482 -0.918 0.540
N -1.665 -1.029 1.215
O 0.373 -1.700 0.823
H -1.476 0.677 -1.970
H -0.706 -0.753 -2.039
H 0.852 0.240 -0.571
H -0.604 1.159 0.200
H -2.493 -0.387 1.072
H -1.645 -1.413 2.100
O -0.034 3.436 1.774
H 0.023 2.487 1.842
H -0.045 3.674 0.815
O 2.655 -0.765 -2.202
H 2.505 -1.174 -1.345
H 3.584 -0.715 -2.282
*
```

Its SMILES is NCC(N)=O.O.O. For the HOMO-LUMO gap, the calculation gives 9.906 eV. Its calculated total energy is -11358.52517 eV. For the LUMO energy, the calculation gives 0.6 eV.



[19]
ORCA calculation (ωB97M-V/def2-TZVPD) on a 3-piece molecular cluster, C2H10N2O3 overall at a distorted geometry.

Structure (ORCA input):
```
! RIJCOSX wB97M-V def2-TZVPD def2/J DEFGRID3
* xyz 0 1
C -1.135 -0.754 1.717
N 2.247 -0.065 -1.645
O 1.371 -0.352 -0.588
H 3.194 -0.208 -1.300
H 2.076 -0.734 -2.394
H -1.293 0.063 2.418
H -1.926 -1.500 1.816
H -0.160 -1.206 1.873
C 0.594 1.334 -0.108
N -1.127 -0.202 0.366
O -0.971 -1.218 -0.582
O -2.398 0.395 0.169
H -2.399 0.632 -0.770
H 0.012 -1.075 -0.810
H 0.911 1.288 0.926
H -0.334 1.864 -0.300
H 1.339 1.739 -0.788
*
```

For the HOMO-LUMO gap, the calculation gives 8.991 eV. Its calculated total energy is -11351.47421 eV. For the LUMO energy, the calculation gives 0.6 eV.



[20]
ORCA calculation (ωB97M-V/def2-TZVPD) on a 3-piece molecular cluster, C2H10N2O3 overall at a distorted geometry.

Structure (ORCA input):
```
! RIJCOSX wB97M-V def2-TZVPD def2/J DEFGRID3
* xyz 0 1
C -2.422 -0.885 -0.083
N -1.816 0.180 -0.911
C -0.478 -0.134 -1.292
N -0.021 0.788 -2.174
O 0.179 -1.193 -0.998
H -2.397 -0.697 0.889
H -1.768 -1.865 -0.257
H -3.474 -0.971 -0.404
H -1.816 1.164 -0.586
H -0.779 1.264 -2.662
H 0.850 0.590 -2.644
O 1.855 -2.752 2.207
H 1.683 -2.466 1.314
H 1.084 -3.234 2.603
O 2.916 3.063 1.507
H 3.844 3.266 1.480
H 2.559 3.882 2.009
*
```

Its SMILES is CNC(N)=O.O.O. For the HOMO-LUMO gap, the calculation gives 10.611 eV. Its calculated total energy is -11358.63450 eV. For the LUMO energy, the calculation gives 0.8 eV.